Record 1
{"formula": "C29H32BN12O3W", "method": "ωB97M-V with the def2-TZVPD basis set", "symbols": ["W", "C", "C", "N", "N", "C", "B", "N", "C", "C", "C", "N", "N", "C", "C", "C", "N", "H", "H", "H", "H", "H", "H", "H", "H", "H", "H", "C", "O", "C", "C", "C", "C", "C", "C", "N", "N", "C", "O", "C", "C", "C", "C", "C", "C", "C", "O", "H", "H", "H", "H", "H", "H", "H", "H", "H", "H", "H", "H", "C", "C", "C", "C", "N", "C", "N", "N", "N", "H", "H", "H", "H", "H", "H", "H", "H", "H", "H"], "xyz": [[-0.568, -0.276, 0.198], [0.008, 3.324, 2.689], [0.517, 2.358, 1.839], [-0.445, 1.468, 1.537], [-1.570, 1.857, 2.192], [-1.323, 2.968, 2.883], [-2.823, 1.086, 1.729], [-2.418, 0.893, 0.234], [-3.128, 1.371, -0.717], [-2.778, 1.295, -2.126], [-1.813, 0.481, -2.554], [-1.184, -0.484, -1.730], [-2.727, -0.355, 2.272], [-3.283, -1.020, 3.282], [-2.577, -2.202, 3.488], [-1.562, -2.183, 2.554], [-1.659, -1.058, 1.811], [0.528, 4.164, 3.116], [1.518, 2.247, 1.455], [-2.096, 3.439, 3.469], [-3.859, 1.621, 1.941], [-4.033, 1.912, -0.444], [-3.303, 1.937, -2.821], [-1.448, 0.476, -3.575], [-4.142, -0.622, 3.798], [-2.786, -2.967, 4.215], [-0.790, -2.910, 2.358], [1.728, 0.006, 4.019], [3.002, -0.359, 3.487], [3.118, -1.067, 2.362], [4.341, -1.713, 2.182], [4.591, -2.635, 1.161], [3.585, -2.983, 0.297], [2.360, -2.293, 0.395], [1.249, -2.751, -0.292], [0.018, -2.216, -0.295], [-0.851, -3.093, -0.922], [-1.976, -2.593, -1.230], [-2.146, -1.209, -0.902], [-3.102, -3.228, -1.853], [-2.979, -4.575, -2.234], [-4.048, -5.207, -2.833], [-5.234, -4.510, -3.052], [-5.359, -3.177, -2.673], [-4.297, -2.529, -2.075], [2.159, -1.254, 1.348], [1.069, -0.508, 1.225], [1.909, 0.228, 5.066], [1.021, -0.824, 3.942], [1.335, 0.888, 3.526], [5.107, -1.497, 2.918], [5.559, -3.111, 1.105], [3.706, -3.769, -0.436], [1.325, -3.668, -0.868], [-2.053, -5.105, -2.059], [-3.964, -6.242, -3.133], [-6.069, -5.012, -3.522], [-6.287, -2.651, -2.847], [-4.397, -1.495, -1.776], [3.349, 4.384, -0.548], [3.653, 4.140, -2.023], [4.862, 3.232, -2.211], [2.416, 3.642, -2.775], [1.817, 2.444, -2.139], [0.792, 2.364, -1.309], [0.692, 1.093, -0.945], [1.679, 0.415, -1.577], [2.356, 1.223, -2.287], [4.191, 4.879, -0.067], [3.198, 3.438, -0.016], [2.472, 5.020, -0.404], [3.867, 5.105, -2.491], [4.721, 2.265, -1.722], [5.745, 3.694, -1.772], [5.071, 3.051, -3.265], [2.641, 3.358, -3.801], [1.627, 4.394, -2.780], [0.172, 3.187, -0.993]], "forces_ev_per_a": [[-0.4, -0.1, 0.5], [0.0, 0.0, 0.0], [0.0, 0.0, 0.1], [0.0, 0.0, -0.2], [0.0, 0.1, -0.1], [0.0, -0.1, 0.0], [0.0, -0.1, 0.0], [0.1, 0.0, 0.0], [0.0, 0.0, 0.0], [0.1, -0.1, 0.0], [-0.1, 0.0, 0.0], [0.1, 0.1, 0.0], [0.0, 0.1, 0.1], [0.0, 0.0, 0.0], [0.0, 0.0, 0.0], [0.0, 0.0, 0.0], [0.1, 0.1, -0.1], [0.0, 0.0, 0.0], [0.0, 0.0, 0.0], [0.0, 0.0, 0.0], [0.0, 0.0, 0.0], [0.0, 0.0, 0.0], [0.0, 0.0, 0.0], [0.0, 0.0, 0.0], [0.0, 0.0, 0.0], [0.0, 0.0, 0.0], [0.0, 0.0, 0.0], [0.0, -0.2, 0.1], [0.0, 0.4, -0.2], [0.0, -0.3, 0.1], [-0.1, 0.0, 0.1], [0.0, 0.0, -0.1], [0.0, 0.1, 0.0], [-0.1, -0.1, 0.0], [0.0, 0.0, 0.0], [0.1, 0.0, -0.1], [0.0, 0.0, 0.0], [0.0, 0.0, 0.0], [0.1, -0.1, 0.0], [0.1, -0.1, 0.0], [-0.1, 0.0, 0.0], [0.0, 0.0, 0.0], [0.0, 0.0, 0.0], [0.0, 0.0, 0.0], [0.0, 0.0, 0.0], [0.0, 0.1, 0.0], [-0.1, 0.0, -0.2], [0.0, 0.0, 0.0], [0.0, 0.0, 0.0], [0.0, 0.0, 0.0], [0.0, 0.0, 0.0], [0.0, 0.0, 0.0], [0.0, 0.0, 0.0], [0.0, 0.0, 0.0], [0.0, 0.0, 0.0], [0.0, 0.0, 0.0], [0.0, 0.0, 0.0], [0.0, 0.0, 0.0], [0.0, 0.0, 0.0], [0.0, 0.0, 0.0], [0.0, 0.0, 0.0], [0.0, 0.0, 0.0], [0.0, 0.0, 0.0], [0.1, 0.0, 0.0], [-0.1, -0.2, 0.1], [0.1, 0.2, 0.0], [0.1, 0.0, 0.0], [-0.1, 0.0, 0.0], [0.0, 0.0, 0.0], [0.0, 0.0, 0.0], [0.0, 0.0, 0.0], [0.0, 0.0, 0.0], [0.0, 0.0, 0.0], [0.0, 0.0, 0.0], [0.0, 0.0, 0.0], [0.0, 0.0, 0.0], [0.0, 0.0, 0.0], [0.0, 0.0, 0.0]], "charge": 3, "gap_ev": 5.19, "homo_energy_ev": -16.38, "de_lowest_kcal_mol": 62.5}

=====

Record 2
{"formula": "C29H32BN12OTa", "method": "ωB97M-V with the def2-TZVPD basis set", "symbols": ["Ta", "C", "C", "C", "C", "C", "N", "N", "B", "N", "N", "C", "C", "C", "C", "C", "N", "N", "C", "C", "C", "C", "C", "H", "H", "H", "H", "H", "H", "H", "H", "H", "H", "H", "H", "H", "H", "H", "H", "H", "H", "H", "H", "H", "H", "O", "C", "N", "C", "C", "C", "C", "C", "C", "N", "C", "C", "C", "C", "C", "N", "H", "H", "H", "H", "H", "H", "H", "H", "H", "H", "N", "C", "N", "C", "N"], "xyz": [[0.101, -0.047, 0.307], [3.352, -1.421, 1.272], [3.010, -1.367, -0.178], [3.736, -1.878, -1.240], [3.029, -1.554, -2.392], [3.373, -1.844, -3.812], [1.919, -0.900, -2.024], [1.900, -0.766, -0.657], [0.849, -0.195, -2.895], [0.812, 1.266, -2.455], [0.513, 1.598, -1.160], [0.707, 2.932, -1.050], [0.515, 3.756, 0.182], [1.118, 3.437, -2.274], [1.185, 2.359, -3.138], [1.594, 2.329, -4.570], [-0.540, -0.814, -2.617], [-1.094, -0.750, -1.361], [-2.314, -1.335, -1.431], [-3.220, -1.491, -0.257], [-2.541, -1.742, -2.734], [-1.401, -1.402, -3.456], [-1.115, -1.618, -4.902], [4.116, -2.176, 1.442], [3.749, -0.463, 1.611], [2.490, -1.665, 1.894], [4.675, -2.402, -1.187], [4.284, -2.435, -3.855], [2.578, -2.400, -4.310], [3.537, -0.923, -4.371], [1.121, -0.300, -4.045], [0.059, 3.220, 1.006], [1.477, 4.151, 0.513], [-0.111, 4.618, -0.054], [1.349, 4.463, -2.502], [1.824, 3.337, -4.903], [2.482, 1.712, -4.713], [0.800, 1.930, -5.201], [-2.713, -1.298, 0.684], [-4.070, -0.812, -0.338], [-3.618, -2.505, -0.229], [-3.420, -2.233, -3.115], [-1.925, -2.185, -5.353], [-1.027, -0.668, -5.428], [-0.185, -2.167, -5.046], [-1.650, 0.427, 4.004], [-1.453, 0.458, 2.818], [-0.759, -0.504, 2.097], [-0.373, -1.663, 2.890], [-0.030, -2.744, 1.927], [0.085, -4.079, 2.279], [0.365, -5.006, 1.296], [0.523, -4.572, -0.018], [0.421, -3.231, -0.293], [0.153, -2.321, 0.667], [-2.022, 1.499, 1.907], [-2.923, 2.447, 2.332], [-3.522, 3.258, 1.375], [-3.205, 3.070, 0.040], [-2.259, 2.119, -0.301], [-1.659, 1.358, 0.621], [-1.193, -1.958, 3.545], [0.475, -1.432, 3.546], [-0.061, -4.374, 3.309], [0.450, -6.056, 1.541], [0.727, -5.268, -0.819], [0.550, -2.854, -1.296], [-3.157, 2.512, 3.386], [-4.241, 4.012, 1.668], [-3.674, 3.656, -0.737], [-1.960, 1.962, -1.328], [1.315, 1.076, 1.424], [1.994, 1.802, 2.097], [2.653, 2.481, 2.859], [3.510, 3.479, 2.665], [4.253, 4.341, 2.498]], "forces_ev_per_a": [[0.0, -0.1, 0.4], [0.0, 0.0, 0.0], [0.0, 0.0, 0.0], [0.0, 0.0, 0.0], [-0.1, -0.1, 0.0], [0.0, 0.0, 0.0], [0.1, 0.0, 0.0], [-0.1, 0.0, -0.4], [0.0, -0.1, 0.0], [0.0, 0.1, -0.1], [0.0, 0.1, 0.1], [0.0, 0.0, 0.1], [-0.1, 0.0, 0.0], [0.0, 0.0, 0.0], [0.0, 0.0, 0.0], [0.0, 0.0, 0.0], [-0.1, 0.0, 0.0], [0.2, -0.1, -0.1], [0.0, 0.0, 0.0], [0.0, 0.0, 0.0], [0.0, 0.0, 0.1], [0.0, 0.0, 0.0], [0.0, 0.0, 0.0], [0.0, 0.0, 0.0], [0.0, 0.0, 0.0], [0.0, 0.0, 0.0], [0.0, 0.0, 0.0], [0.0, 0.0, 0.0], [0.0, 0.0, 0.0], [0.0, 0.0, 0.0], [0.0, 0.0, 0.0], [0.0, 0.0, 0.0], [0.0, 0.0, 0.0], [0.0, 0.0, 0.0], [0.0, 0.0, 0.0], [0.0, 0.0, 0.0], [0.0, 0.0, 0.0], [0.0, 0.0, 0.0], [0.0, 0.0, 0.0], [0.0, 0.0, 0.0], [0.0, 0.0, 0.0], [0.0, 0.0, 0.0], [0.0, 0.0, 0.0], [0.0, 0.0, 0.0], [0.0, 0.0, 0.0], [0.0, 0.0, -0.1], [-0.1, 0.1, 0.0], [-0.1, 0.2, 0.0], [0.0, 0.0, 0.0], [0.0, 0.0, 0.0], [0.0, 0.0, 0.0], [0.0, 0.0, 0.0], [0.0, 0.0, 0.0], [0.0, 0.0, 0.1], [0.1, 0.1, 0.1], [0.0, -0.1, 0.1], [0.0, 0.0, 0.0], [0.0, 0.0, 0.1], [0.0, 0.0, -0.1], [0.0, 0.0, -0.1], [0.0, -0.1, -0.1], [0.0, 0.0, 0.0], [0.0, 0.0, 0.0], [0.0, 0.0, 0.0], [0.0, 0.0, 0.0], [0.0, 0.0, 0.0], [0.0, 0.0, -0.1], [0.0, 0.0, 0.0], [0.0, 0.0, 0.0], [0.0, 0.0, 0.0], [0.0, 0.0, 0.0], [0.1, -0.2, 0.2], [0.2, 0.0, -0.2], [-0.1, 0.0, 0.3], [0.0, -0.1, -0.2], [0.0, 0.0, 0.1]], "charge": 2, "gap_ev": 7.61, "homo_energy_ev": -14.79}

=====

Record 3
{"formula": "C29H32BrF4N4O5STi", "method": "ωB97M-V with the def2-TZVPD basis set", "symbols": ["Ti", "O", "C", "C", "C", "C", "C", "C", "C", "O", "N", "N", "C", "C", "Br", "C", "C", "C", "C", "C", "C", "C", "H", "H", "H", "H", "H", "H", "H", "H", "H", "H", "H", "H", "H", "H", "C", "C", "N", "C", "C", "C", "C", "N", "C", "C", "F", "C", "F", "C", "C", "F", "C", "F", "H", "H", "H", "H", "H", "H", "H", "H", "H", "H", "H", "H", "H", "H", "H", "C", "S", "O", "O", "O", "H", "H", "H"], "xyz": [[-0.104, 1.021, -0.499], [3.797, 1.396, 1.737], [3.251, 1.318, 2.969], [4.111, 1.307, 4.067], [3.607, 1.255, 5.351], [2.233, 1.229, 5.568], [1.382, 1.248, 4.477], [1.870, 1.269, 3.172], [0.854, 1.244, 2.048], [1.347, 1.403, 0.758], [0.111, -0.055, 2.129], [-0.068, -0.685, 0.937], [-0.378, -1.929, 0.953], [-0.604, -2.726, -0.237], [0.123, -2.035, -1.844], [-1.246, -3.895, -0.260], [-1.809, -4.576, 0.927], [-0.998, -4.994, 1.980], [-1.547, -5.637, 3.079], [-2.912, -5.875, 3.137], [-3.725, -5.476, 2.084], [-3.177, -4.837, 0.984], [3.051, 1.439, 1.104], [5.176, 1.348, 3.879], [4.288, 1.249, 6.192], [1.833, 1.211, 6.573], [0.308, 1.252, 4.632], [0.115, 2.027, 2.260], [0.430, -0.662, 2.873], [-0.505, -2.434, 1.907], [-1.392, -4.380, -1.218], [0.072, -4.829, 1.926], [-0.905, -5.960, 3.889], [-3.340, -6.377, 3.994], [-4.790, -5.663, 2.122], [-3.814, -4.522, 0.166], [2.687, -0.895, -3.741], [1.836, 0.343, -3.501], [1.864, 0.995, -2.161], [3.201, 0.944, -1.537], [3.524, -0.368, -0.831], [1.501, 2.416, -2.374], [0.116, 2.530, -3.003], [-0.745, 1.565, -2.337], [-1.993, 1.303, -2.821], [-2.738, 0.312, -2.168], [-2.142, -0.267, -1.086], [-3.996, -0.086, -2.539], [-4.605, -1.058, -1.844], [-4.629, 0.507, -3.614], [-3.931, 1.500, -4.272], [-4.505, 2.120, -5.312], [-2.659, 1.898, -3.904], [-2.092, 2.896, -4.604], [2.492, -1.227, -4.762], [2.457, -1.723, -3.074], [3.752, -0.680, -3.668], [0.793, 0.119, -3.727], [2.164, 1.090, -4.237], [3.232, 1.753, -0.807], [3.970, 1.184, -2.284], [2.687, -0.664, -0.197], [4.394, -0.228, -0.190], [3.740, -1.181, -1.516], [2.239, 2.919, -3.014], [1.512, 2.919, -1.405], [0.166, 2.340, -4.076], [-0.243, 3.553, -2.864], [-5.622, 0.217, -3.920], [-2.077, 4.083, 1.736], [-1.722, 3.316, 0.185], [-2.753, 3.695, -0.737], [-1.730, 1.832, 0.484], [-0.345, 3.652, -0.181], [-3.064, 3.756, 2.053], [-2.065, 5.158, 1.575], [-1.317, 3.795, 2.458]], "forces_ev_per_a": [[0.3, 0.4, -0.6], [0.0, 0.0, 0.0], [0.0, 0.0, 0.0], [0.0, 0.0, 0.0], [0.0, 0.0, 0.0], [0.0, 0.0, 0.0], [0.0, 0.0, 0.0], [0.0, 0.0, 0.0], [-0.1, 0.0, 0.1], [-0.4, 0.0, 0.0], [0.1, -0.1, 0.1], [-0.2, -0.2, 0.2], [0.0, 0.3, 0.2], [0.0, -0.1, -0.2], [-0.1, -0.1, 0.0], [0.1, 0.1, 0.0], [0.0, 0.0, 0.1], [0.0, 0.0, 0.0], [0.0, 0.0, 0.0], [0.0, 0.0, 0.0], [0.0, 0.0, 0.0], [0.0, 0.0, 0.0], [0.0, 0.0, 0.0], [0.0, 0.0, 0.0], [0.0, 0.0, 0.0], [0.0, 0.0, 0.0], [0.0, 0.0, 0.0], [0.0, 0.0, -0.1], [0.0, 0.0, 0.0], [0.0, 0.0, 0.0], [0.0, 0.0, 0.0], [0.0, 0.0, 0.0], [0.0, 0.0, 0.0], [0.0, 0.0, 0.0], [0.0, 0.0, 0.0], [0.0, 0.0, 0.0], [0.0, 0.0, 0.0], [0.0, 0.0, 0.0], [0.1, 0.0, 0.1], [0.1, 0.0, 0.0], [0.0, 0.0, 0.0], [-0.1, 0.0, -0.1], [0.1, 0.0, 0.0], [0.0, 0.0, 0.3], [-0.2, 0.0, 0.0], [0.1, 0.0, 0.0], [0.0, 0.0, 0.1], [0.0, 0.0, 0.0], [0.0, 0.0, 0.0], [0.0, 0.0, 0.0], [0.0, 0.0, 0.0], [0.0, 0.0, 0.0], [0.0, 0.0, 0.0], [0.0, 0.0, 0.0], [0.0, 0.0, 0.0], [0.0, 0.0, -0.1], [0.0, 0.0, 0.0], [0.0, 0.0, 0.0], [0.0, 0.0, 0.0], [0.0, 0.0, -0.1], [0.0, 0.0, 0.0], [0.0, 0.0, 0.0], [0.0, 0.0, 0.0], [0.0, 0.0, 0.0], [0.0, 0.0, 0.0], [0.0, 0.0, 0.0], [0.0, 0.0, 0.0], [0.0, 0.0, 0.0], [0.0, 0.0, 0.0], [0.0, 0.0, 0.0], [0.1, 0.1, -0.1], [0.0, 0.0, 0.0], [0.2, -0.2, 0.1], [-0.1, -0.1, 0.0], [0.0, 0.0, 0.0], [0.0, 0.0, 0.0], [0.0, 0.0, 0.0]], "spin_multiplicity": 2, "gap_ev": [7.29, 7.20], "homo_energy_ev": [-7.69, -7.71], "de_lowest_kcal_mol": 2.3}

=====

Record 4
{"formula": "C29H32F2N2O2", "method": "ωB97M-V with the def2-TZVPD basis set", "symbols": ["C", "C", "C", "C", "C", "C", "C", "C", "H", "C", "C", "N", "C", "C", "H", "H", "H", "H", "C", "C", "C", "C", "C", "C", "C", "H", "H", "O", "C", "C", "C", "C", "C", "C", "H", "F", "F", "H", "H", "H", "H", "H", "H", "H", "H", "H", "H", "H", "N", "C", "O", "C", "C", "H", "H", "H", "C", "H", "H", "H", "H", "H", "H", "H", "H", "H", "H"], "xyz": [[3.405, -4.009, -1.719], [3.137, -2.658, -1.121], [4.189, -1.761, -0.988], [4.006, -0.507, -0.445], [2.738, -0.114, -0.028], [1.676, -0.997, -0.169], [1.862, -2.269, -0.693], [0.682, -3.201, -0.827], [1.046, -4.219, -0.992], [-0.211, -3.233, 0.415], [-1.371, -4.212, 0.185], [-2.164, -3.948, -0.995], [-1.343, -3.803, -2.177], [-0.182, -2.810, -2.033], [-0.561, -1.798, -1.893], [0.418, -2.823, -2.946], [-1.984, -3.517, -3.013], [-0.925, -4.794, -2.398], [-3.293, -3.045, -0.867], [-2.981, -1.568, -0.801], [-2.685, -0.950, 0.408], [-2.316, 0.382, 0.465], [-2.265, 1.128, -0.705], [-2.584, 0.532, -1.920], [-2.935, -0.803, -1.962], [-3.177, -1.257, -2.912], [-2.542, 1.125, -2.820], [-1.840, 2.437, -0.761], [-2.072, 3.308, 0.247], [-1.227, 4.417, 0.317], [-1.418, 5.389, 1.277], [-2.460, 5.269, 2.181], [-3.319, 4.182, 2.098], [-3.138, 3.206, 1.137], [-3.839, 2.388, 1.087], [-4.353, 4.070, 2.950], [-2.638, 6.214, 3.124], [-0.766, 6.245, 1.341], [-0.426, 4.499, -0.399], [-2.028, 0.825, 1.404], [-2.738, -1.519, 1.325], [-3.942, -3.233, -1.730], [-3.837, -3.344, 0.034], [-2.032, -4.223, 1.054], [-0.956, -5.222, 0.067], [-0.608, -2.240, 0.618], [0.368, -3.555, 1.283], [0.698, -0.673, 0.143], [2.605, 1.168, 0.520], [1.533, 1.757, 1.107], [0.441, 1.244, 1.233], [1.824, 3.156, 1.651], [2.519, 4.062, 0.634], [2.467, 5.095, 0.969], [2.039, 3.991, -0.340], [3.572, 3.809, 0.519], [2.641, 3.038, 2.939], [2.792, 4.023, 3.376], [2.118, 2.417, 3.663], [3.617, 2.594, 2.748], [0.847, 3.585, 1.896], [3.461, 1.703, 0.511], [4.845, 0.169, -0.346], [5.177, -2.053, -1.314], [2.768, -4.188, -2.583], [3.222, -4.800, -0.991], [4.442, -4.079, -2.039]], "forces_ev_per_a": [[-0.1, 0.0, 0.1], [0.0, 0.0, 0.0], [-0.1, 0.1, 0.0], [-0.1, 0.1, 0.0], [0.0, -0.4, -0.1], [-0.1, 0.1, 0.1], [0.3, -0.1, 0.0], [-0.1, 0.3, 0.0], [0.0, 0.0, 0.0], [0.0, -0.3, -0.1], [0.1, 0.1, 0.1], [-0.1, -0.1, 0.0], [0.1, 0.1, -0.1], [0.0, -0.3, 0.0], [0.1, 0.0, 0.0], [0.0, 0.0, -0.1], [0.0, -0.1, -0.1], [0.0, 0.0, -0.1], [0.0, -0.1, -0.1], [-0.1, 0.0, 0.0], [-0.2, 0.1, -0.2], [0.1, 0.2, 0.0], [-0.1, -0.4, -0.1], [0.1, 0.3, 0.1], [-0.1, 0.0, 0.2], [0.0, -0.1, -0.1], [0.0, 0.1, -0.1], [0.1, -0.3, -0.4], [-0.1, 0.7, 0.6], [-0.1, -0.4, -0.1], [-0.3, -0.1, 0.2], [0.0, 0.0, 0.0], [0.1, 0.1, 0.0], [0.1, 0.0, -0.2], [-0.1, 0.0, 0.0], [0.2, 0.1, -0.1], [-0.1, -0.2, -0.1], [0.1, 0.1, 0.0], [0.1, 0.0, -0.1], [0.0, 0.0, 0.1], [0.0, -0.1, 0.1], [0.0, 0.1, 0.1], [0.0, 0.0, -0.1], [0.0, -0.1, 0.0], [0.0, 0.0, 0.1], [0.1, 0.0, 0.1], [0.0, 0.0, 0.1], [-0.1, 0.0, 0.0], [0.4, 0.1, -0.1], [0.0, 0.6, 0.2], [-0.3, -0.2, 0.0], [0.0, 0.0, 0.1], [-0.2, -0.1, 0.1], [0.1, 0.1, 0.0], [0.0, 0.1, -0.1], [0.1, 0.0, 0.0], [-0.2, 0.0, -0.1], [0.0, 0.1, 0.1], [0.0, 0.0, 0.1], [0.1, 0.0, 0.0], [0.1, -0.2, -0.1], [-0.2, 0.0, 0.0], [0.1, 0.1, 0.0], [0.1, 0.0, 0.0], [0.0, -0.1, -0.1], [0.0, -0.1, 0.0], [0.0, 0.0, 0.0]], "smiles": "Cc1ccc(NC(=O)C(C)C)cc1C1CCN(Cc2ccc(Oc3ccc(F)c(F)c3)cc2)CC1", "gap_ev": 8.58, "homo_energy_ev": -7.97}